The following is a DFT calculation (ωB97M-V with the def2-TZVPD basis set) of an isolated molecule of C4H6N2O.

Element x y z (Å)
C -1.46088 -1.49248 -0.04814
C -0.29113 -0.57606 -0.15226
C -0.10524 0.46769 -1.01820
N 1.06404 1.07150 -0.61052
C 1.41887 0.45247 0.54151
O 2.00980 1.24433 1.47878
N 0.68928 -0.58976 0.81378
H -1.30304 -2.18357 0.78338
H -1.61355 -2.05745 -0.96956
H -2.36739 -0.91157 0.15863
H -0.73505 0.89779 -1.77931
H 1.48543 1.93392 -0.91361
H 1.20886 1.74320 1.71553

Output
SMILES ... Cc1c[nH]c(O)n1
HOMO-LUMO gap ... 0.33044 Ha
Relative energy (zero: lowest compared OMol25 entry of this formula, charge and spin) ... 1.282 eV
Molar mass ... 98.1 u
Spin multiplicity ... 1

natural (NBO) population analysis, charges in e, atoms 1 to 5: atom 1 (C): -0.64, atom 2 (C): 0.10, atom 3 (C): -0.14, atom 4 (N): -0.55, atom 5 (C): 0.59